No. 1
Molecular formula: C23H44NP3RuS
Method: DFT, ωB97M-V/def2-TZVPD

Structure (ORCA input):
```
! RIJCOSX wB97M-V def2-TZVPD def2/J DEFGRID3
* xyz 4 5
Ru -0.377 -0.315 1.072
P -2.571 -0.418 1.080
P 0.257 0.153 3.182
P -0.134 -2.502 1.278
H 2.713 -0.749 -6.347
C 2.184 -1.705 -6.178
C 0.842 -1.748 -6.081
H 0.256 -0.815 -6.198
C -3.440 1.028 0.366
C -3.315 -0.602 2.743
C -3.385 -1.739 0.093
C 2.082 0.457 3.098
C -0.399 1.694 3.971
C 0.064 -1.023 4.592
C -0.247 -3.461 -0.277
C -1.248 -3.484 2.392
C 1.510 -3.037 1.895
H 2.818 -2.591 -6.020
H 0.284 -2.695 -6.111
H -2.956 1.314 -0.574
H -3.422 1.863 1.069
H -4.479 0.742 0.165
H -2.977 0.215 3.389
H -3.039 -1.565 3.182
H -4.406 -0.548 2.632
H -3.260 -1.500 -0.971
H -4.452 -1.738 0.340
H -2.969 -2.729 0.295
H 2.542 0.647 4.081
H 2.256 1.331 2.450
H 2.556 -0.421 2.638
H -0.247 1.713 5.062
H -1.476 1.730 3.767
H 0.070 2.585 3.531
H 0.462 -0.626 5.540
H 0.568 -1.967 4.372
H -1.002 -1.216 4.732
H 0.010 -4.518 -0.103
H 0.458 -3.061 -1.017
H -1.260 -3.411 -0.696
H -0.933 -4.543 2.437
H -2.294 -3.464 2.030
H -1.226 -3.077 3.414
H 1.672 -4.117 1.753
H 1.611 -2.833 2.968
H 2.299 -2.499 1.357
C 0.533 -0.383 -3.459
C 1.596 -0.909 -2.684
C 2.893 -0.501 -2.942
C 3.181 0.468 -3.895
C 2.109 1.186 -4.452
C 0.805 0.814 -4.111
S -1.041 -1.040 -3.831
H -1.436 -1.317 -2.599
H 1.368 -1.525 -1.834
H 3.738 -0.916 -2.418
H 4.206 0.648 -4.189
H 2.254 1.961 -5.211
H -0.021 1.384 -4.511
C 0.942 5.853 -0.515
C 0.655 4.426 -0.180
C -0.466 4.115 0.583
C -0.708 2.789 0.934
N 0.105 1.781 0.552
C 1.197 2.079 -0.179
C 1.509 3.391 -0.533
H 0.043 6.388 -0.842
H 1.335 6.404 0.349
H 1.690 5.924 -1.309
H -1.154 4.876 0.932
H -1.583 2.515 1.532
H 1.825 1.244 -0.499
H 2.427 3.589 -1.082
*
```

Summary:
- Frontier orbital gap (spin up / spin down): 6.2 / 3.8 eV
- Relative energy (zero: lowest compared OMol25 entry of this formula, charge and spin): 189.3 kJ/mol
- Largest force on an atom: 0.1015 hartree/bohr
- Expectation value of S²: 6.025

These are the Mulliken partial charges, in e, on atoms 1 to 2: Ru 0.10; P 0.98

***

No. 2
Molecular formula: C23H44NP3RuSe
Method: DFT, ωB97M-V/def2-TZVPD

Structure (ORCA input):
```
! RIJCOSX wB97M-V def2-TZVPD def2/J DEFGRID3
* xyz 3 6
Ru -1.121 -0.193 -0.123
P -3.090 -0.357 -1.178
P -0.338 -2.235 -0.621
P -0.658 2.048 -0.401
H 3.942 -0.956 -1.639
C 4.000 0.020 -1.146
C 4.137 0.129 0.184
H 4.186 -0.758 0.822
C -2.967 -0.035 -2.975
C -4.044 -1.923 -1.110
C -4.302 0.870 -0.584
C 1.441 -2.504 -0.414
C -1.108 -3.442 0.519
C -0.679 -2.879 -2.293
C 1.092 2.493 -0.154
C -1.494 3.107 0.844
C -1.175 2.828 -1.965
H 4.001 0.898 -1.801
H 4.278 1.102 0.663
H -3.710 -0.646 -3.511
H -1.955 -0.278 -3.343
H -3.160 1.025 -3.178
H -4.893 -1.867 -1.804
H -4.432 -2.066 -0.092
H -3.434 -2.797 -1.369
H -5.170 0.907 -1.255
H -3.857 1.873 -0.519
H -4.640 0.574 0.418
H 1.688 -3.554 -0.631
H 1.739 -2.282 0.617
H 2.008 -1.851 -1.091
H -1.075 -4.451 0.094
H -2.150 -3.171 0.716
H -0.556 -3.437 1.467
H -0.312 -3.913 -2.352
H -0.142 -2.258 -3.028
H -1.750 -2.869 -2.527
H 1.170 3.573 0.031
H 1.682 2.217 -1.039
H 1.501 1.956 0.713
H -1.398 4.157 0.536
H -1.021 2.985 1.826
H -2.559 2.855 0.918
H -0.897 3.892 -1.936
H -2.262 2.744 -2.098
H -0.664 2.343 -2.812
C 1.713 0.281 -4.620
C 3.100 0.094 -4.838
C 3.624 0.107 -6.133
C 2.785 0.319 -7.238
C 1.407 0.486 -7.033
C 0.872 0.464 -5.747
Se 0.998 0.280 -2.889
H -2.293 -0.786 0.772
H 3.746 -0.051 -3.973
H 4.694 -0.056 -6.283
H 3.194 0.332 -8.250
H 0.746 0.626 -7.889
H -0.194 0.596 -5.572
N -1.005 0.117 2.098
C 0.201 0.431 2.836
C 1.448 0.087 2.323
C 2.589 0.345 3.095
C 2.464 0.931 4.359
C 1.199 1.277 4.857
C 0.057 1.019 4.099
H -1.388 -0.760 2.468
H -1.730 0.801 2.339
H 1.526 -0.348 1.320
H 3.563 0.079 2.689
H 3.352 1.115 4.965
H 1.107 1.738 5.838
H -0.946 1.262 4.465
*
```

Summary:
- Frontier orbital gap (spin up / spin down): 8.1 / 4.8 eV
- Relative energy (zero: lowest compared OMol25 entry of this formula, charge and spin): 44.1 kJ/mol
- Largest force on an atom: 0.0486 hartree/bohr
- Expectation value of S²: 8.784

These are the Mulliken partial charges, in e, on atoms 1 to 2: Ru -0.04; P 1.31

***

No. 3
Molecular formula: C23H44NP3SYb
Method: DFT, ωB97M-V/def2-TZVPD

Structure (ORCA input):
```
! RIJCOSX wB97M-V def2-TZVPD def2/J DEFGRID3
* xyz 3 2
Yb 1.460 1.790 0.555
P -0.202 -1.773 -1.383
P 1.450 1.175 -2.282
P -2.845 -0.729 3.372
H 0.403 4.397 1.612
C 0.807 3.440 1.964
C 2.167 3.245 2.061
H 2.868 3.706 1.345
C -1.850 -2.027 -2.181
C 0.808 -2.832 -2.503
C -0.371 -2.953 -0.001
C 1.907 2.883 -2.711
C 2.770 0.260 -3.154
C 0.026 0.973 -3.409
C -3.739 -0.634 4.913
C -1.178 -1.373 3.597
C -3.754 -1.640 2.128
H 0.097 2.867 2.582
H 2.616 2.906 3.005
H -1.923 -3.047 -2.585
H -1.982 -1.302 -2.995
H -2.643 -1.861 -1.440
H 0.266 -3.766 -2.702
H 1.772 -3.063 -2.032
H 0.992 -2.313 -3.452
H -0.584 -3.958 -0.383
H -1.187 -2.637 0.659
H 0.559 -2.989 0.575
H 1.898 2.962 -3.803
H 2.914 3.111 -2.346
H 1.196 3.611 -2.303
H 2.556 0.193 -4.229
H 2.871 -0.752 -2.742
H 3.721 0.785 -3.003
H 0.169 1.616 -4.285
H -0.888 1.292 -2.895
H -0.097 -0.067 -3.734
H -4.578 -1.341 4.903
H -4.129 0.390 5.003
H -3.074 -0.850 5.757
H -1.233 -2.319 4.159
H -0.562 -0.666 4.173
H -0.668 -1.569 2.642
H -4.720 -1.937 2.555
H -3.212 -2.538 1.810
H -3.931 -0.992 1.258
C -2.447 2.198 -0.306
C -3.355 1.713 -1.283
C -3.394 2.276 -2.547
C -2.606 3.400 -2.839
C -1.754 3.935 -1.859
C -1.700 3.375 -0.591
S -2.215 1.258 1.069
H -2.833 0.653 2.888
H -3.974 0.851 -1.027
H -4.066 1.861 -3.302
H -2.678 3.859 -3.823
H -1.127 4.797 -2.104
H -1.105 3.829 0.209
N 3.376 0.631 1.486
C 3.367 -0.809 1.357
C 2.688 -1.566 2.314
C 2.571 -2.950 2.113
C 3.102 -3.548 0.960
C 3.754 -2.761 0.003
C 3.895 -1.384 0.204
H 3.386 0.931 2.468
H 4.203 1.048 1.053
H 2.267 -1.088 3.207
H 2.085 -3.568 2.875
H 3.025 -4.630 0.818
H 4.174 -3.223 -0.891
H 4.417 -0.759 -0.525
*
```

Summary:
- Frontier orbital gap (spin up / spin down): 5.9 / 5.1 eV
- Relative energy (zero: lowest compared OMol25 entry of this formula, charge and spin): 42.9 kJ/mol
- Largest force on an atom: 0.1200 hartree/bohr
- Expectation value of S²: 0.777

These are the Mulliken partial charges, in e, on atoms 1 to 2: Yb 0.73; P 0.79

***

No. 4
Molecular formula: C23H45BrN2O8S
Method: DFT, ωB97M-V/def2-TZVPD

Structure (ORCA input):
```
! RIJCOSX wB97M-V def2-TZVPD def2/J DEFGRID3
* xyz 0 3
O -0.622 1.630 -0.988
S -0.235 0.512 -0.107
O 0.043 1.066 1.227
O -1.466 -0.582 -0.275
C -0.913 -1.721 -0.971
O -1.707 -2.836 -0.891
C 0.538 -1.805 -0.334
Br 0.132 -2.176 1.594
C 1.558 -2.793 -0.979
C 2.389 -3.624 0.040
C 3.398 -2.751 0.869
O 4.010 -1.740 0.080
O 1.025 -0.473 -0.643
H -0.682 -1.580 -2.046
H -2.068 -2.878 0.003
H 2.236 -2.205 -1.616
H 0.973 -3.504 -1.600
H 3.027 -4.331 -0.538
H 1.767 -4.272 0.687
H 2.932 -2.255 1.733
H 4.153 -3.467 1.265
H 4.439 -2.189 -0.651
C -1.104 0.190 4.307
C -2.633 0.391 4.387
C -2.978 1.853 4.069
C -2.634 2.815 5.201
C -3.253 2.347 6.515
C -2.907 0.892 6.863
N -3.135 -0.034 5.722
O -4.429 -0.238 5.622
C -1.440 0.803 7.331
C -3.716 0.478 8.104
C -3.188 -0.497 3.261
H -0.794 -0.713 4.839
H -0.776 0.076 3.274
H -0.535 1.033 4.695
H -4.049 1.940 3.854
H -2.458 2.163 3.157
H -1.550 2.919 5.304
H -3.010 3.812 4.957
H -2.929 3.007 7.324
H -4.340 2.461 6.445
H -1.138 -0.237 7.473
H -1.313 1.312 8.288
H -0.732 1.276 6.655
H -4.790 0.597 7.961
H -3.443 1.101 8.957
H -3.518 -0.561 8.373
H -2.970 -1.551 3.450
H -2.732 -0.226 2.307
H -4.265 -0.386 3.132
C 0.771 0.010 -7.224
C 2.183 0.220 -6.634
C 2.576 -0.998 -5.785
C 1.851 -1.058 -4.444
C 2.013 0.256 -3.682
C 1.611 1.486 -4.505
N 2.227 1.490 -5.859
O 3.487 1.838 -5.728
C 0.075 1.554 -4.621
C 1.971 2.749 -3.705
C 3.102 0.275 -7.865
H 0.329 0.957 -7.538
H 0.807 -0.632 -8.106
H 0.084 -0.483 -6.537
H 3.654 -0.983 -5.595
H 2.378 -1.916 -6.346
H 0.790 -1.289 -4.588
H 2.260 -1.878 -3.848
H 1.424 0.215 -2.763
H 3.059 0.344 -3.368
H -0.231 2.355 -5.298
H -0.373 1.761 -3.647
H -0.384 0.627 -4.961
H 3.028 2.789 -3.442
H 1.413 2.773 -2.768
H 1.721 3.652 -4.265
H 2.862 1.133 -8.496
H 2.981 -0.627 -8.468
H 4.158 0.329 -7.598
*
```

Summary:
- Frontier orbital gap (spin up / spin down): 8.6 / 9.4 eV
- Largest force on an atom: 0.1031 hartree/bohr
- Expectation value of S²: 2.008

These are the Mulliken partial charges, in e, on atoms 1 to 2: O -0.63; S 1.33

***

No. 5
Molecular formula: C23H45MoN6O4
Method: DFT, ωB97M-V/def2-TZVPD

Structure (ORCA input):
```
! RIJCOSX wB97M-V def2-TZVPD def2/J DEFGRID3
* xyz 3 3
Mo 1.539 -1.181 -0.870
C -2.822 2.437 -1.129
C -1.357 2.861 -1.334
C -0.822 3.710 -0.162
C -0.465 3.063 1.195
C 0.950 2.497 1.204
C -0.667 4.069 2.318
N -1.424 1.898 1.402
C -1.536 1.236 2.734
C -2.194 -0.119 2.509
N -1.252 -1.000 1.811
C -0.323 -1.630 2.735
C 1.017 -1.909 2.097
O 2.052 -2.116 2.612
O 0.966 -1.928 0.658
C -1.861 -2.001 0.887
C -3.156 -2.627 1.396
C -1.999 -1.384 -0.521
C -1.459 -2.188 -1.739
C -2.517 -2.255 -2.839
C -1.031 -3.623 -1.431
N -0.177 -1.493 -2.280
C -0.397 -0.349 -3.251
C -1.121 0.884 -2.734
N -0.444 1.720 -1.721
C 0.745 2.342 -2.310
C 2.029 1.557 -2.400
O 3.029 1.919 -2.894
O 1.988 0.264 -1.817
H -3.347 3.206 -0.560
H -2.946 1.478 -0.619
H -3.353 2.355 -2.075
H -1.378 3.559 -2.182
H -1.579 4.480 0.005
H 0.059 4.275 -0.468
H 1.654 3.298 0.978
H 1.071 1.717 0.446
H 1.231 2.096 2.177
H -0.089 4.966 2.096
H -0.321 3.690 3.280
H -1.713 4.372 2.405
H -1.165 1.180 0.713
H -2.361 2.219 1.151
H -2.111 1.879 3.396
H -0.534 1.120 3.142
H -3.085 0.006 1.890
H -2.545 -0.518 3.466
H -0.687 -2.578 3.157
H -0.109 -0.987 3.590
H -1.132 -2.804 0.835
H -3.985 -1.918 1.408
H -3.039 -3.037 2.400
H -3.451 -3.450 0.745
H -1.474 -0.427 -0.508
H -3.052 -1.158 -0.712
H -3.332 -2.886 -2.484
H -2.131 -2.713 -3.751
H -2.949 -1.285 -3.085
H -1.847 -4.169 -0.958
H -0.162 -3.695 -0.773
H -0.798 -4.150 -2.359
H 0.204 -2.216 -2.899
H -0.993 -0.731 -4.078
H 0.574 -0.108 -3.680
H -2.077 0.568 -2.335
H -1.345 1.487 -3.627
H 1.035 3.220 -1.733
H 0.556 2.706 -3.329
C 5.796 -2.514 2.109
N 5.665 -1.718 0.866
C 6.898 -1.233 0.204
C 4.517 -1.490 0.366
N 3.459 -1.286 -0.091
H 6.363 -3.415 1.884
H 4.809 -2.773 2.481
H 6.327 -1.914 2.845
H 7.528 -2.092 -0.018
H 7.414 -0.556 0.882
H 6.642 -0.715 -0.716
*
```

Summary:
- Frontier orbital gap (spin up / spin down): 7.1 / 7.1 eV
- Relative energy (zero: lowest compared OMol25 entry of this formula, charge and spin): 10.4 kJ/mol
- Largest force on an atom: 0.0065 hartree/bohr
- Expectation value of S²: 2.012

These are the Mulliken partial charges, in e, on atoms 1 to 2: Mo 1.85; C -1.94

***

No. 6
Molecular formula: C23H45N3O32PS7
Method: DFT, ωB97M-V/def2-TZVPD

Structure (ORCA input):
```
! RIJCOSX wB97M-V def2-TZVPD def2/J DEFGRID3
* xyz 1 1
C 3.583 -2.991 3.333
C 2.936 -2.149 2.220
C 2.964 -0.640 2.522
C 1.697 0.063 2.057
O 0.599 -0.563 2.758
N -0.594 -0.498 2.117
C -0.854 -0.632 0.838
N -2.162 -0.550 0.651
C -2.762 -0.379 1.879
C -4.247 -0.293 2.062
O -4.604 -1.298 3.023
N -5.425 -2.328 2.413
O -6.274 -2.644 3.130
C -1.778 -0.332 2.830
P -1.703 -0.120 4.655
C -3.352 0.481 5.126
O -1.607 -1.642 5.284
H 4.665 -2.854 3.301
H 3.230 -2.612 4.293
H 3.317 -4.040 3.233
H 3.432 -2.361 1.270
H 1.913 -2.521 2.106
H 3.041 -0.499 3.601
H 3.824 -0.215 2.008
H 1.643 -0.044 0.972
H 1.759 1.124 2.307
H -0.083 -0.778 0.104
H -2.623 -0.619 -0.249
H -4.735 -0.558 1.121
H -4.575 0.671 2.437
H -3.770 1.136 4.363
H -4.027 -0.355 5.315
H -3.251 1.057 6.043
H -1.237 -2.235 4.616
C 2.172 -3.614 -3.159
C 0.701 -3.267 -3.251
O 0.590 -2.016 -2.544
S 1.944 -1.169 -2.750
O 1.720 -0.232 -3.779
O 2.408 -0.781 -1.458
O 2.845 -2.354 -3.299
H 2.427 -4.034 -2.184
H 2.492 -4.295 -3.942
H 0.062 -4.016 -2.792
H 0.391 -3.104 -4.284
C -4.845 -4.658 6.420
C -5.754 -4.852 5.225
O -5.607 -6.236 4.889
S -5.341 -7.089 6.219
O -6.547 -7.679 6.664
O -4.163 -7.847 5.991
O -4.990 -5.862 7.181
H -3.799 -4.573 6.118
H -5.119 -3.795 7.021
H -5.474 -4.230 4.388
H -6.798 -4.666 5.485
C 1.372 2.589 -7.982
C 2.135 1.730 -8.971
O 2.710 0.695 -8.156
S 1.743 0.375 -6.919
O 0.938 -0.758 -7.214
O 2.504 0.442 -5.731
O 0.813 1.669 -7.046
H 2.034 3.263 -7.436
H 0.587 3.166 -8.463
H 2.912 2.273 -9.500
H 1.461 1.266 -9.694
C -1.055 -8.518 4.179
C -1.247 -8.308 2.694
O -0.753 -6.980 2.461
S 0.456 -6.673 3.462
O 1.687 -6.892 2.792
O 0.181 -5.436 4.106
O 0.202 -7.879 4.472
H -1.835 -8.024 4.760
H -1.015 -9.569 4.449
H -2.288 -8.380 2.391
H -0.648 -9.006 2.107
C -1.212 2.908 -1.645
C -1.465 2.586 -3.099
O -2.683 1.803 -3.069
S -3.622 2.304 -1.891
O -4.599 3.193 -2.391
O -3.993 1.168 -1.103
O -2.526 3.146 -1.094
H -0.768 2.059 -1.118
H -0.585 3.783 -1.513
H -0.659 2.017 -3.552
H -1.649 3.486 -3.686
C 2.982 6.276 -3.810
C 2.780 6.002 -5.282
O 1.836 4.913 -5.312
S 0.837 5.041 -4.072
O -0.362 5.666 -4.505
O 0.815 3.798 -3.378
O 1.675 6.096 -3.230
H 3.661 5.552 -3.359
H 3.349 7.279 -3.623
H 3.699 5.719 -5.787
H 2.332 6.856 -5.793
C 4.808 9.932 0.282
C 3.674 8.937 0.415
O 3.454 8.477 -0.929
S 4.839 8.459 -1.723
O 5.361 7.139 -1.703
O 4.660 9.166 -2.940
O 5.675 9.350 -0.705
H 4.458 10.895 -0.092
H 5.349 10.079 1.212
H 2.766 9.381 0.812
H 3.961 8.081 1.028
*
```

Summary:
- Frontier orbital gap: 8.2 eV
- Largest force on an atom: 0.0392 hartree/bohr

These are the Mulliken partial charges, in e, on atoms 1 to 2: C -1.42; C 0.02